{
  "formula": "C6H14N2O2",
  "method": "wB97M-V/def2-TZVPD",
  "species": ["C", "C", "C", "O", "N", "H", "H", "H", "H", "H", "H", "H", "C", "C", "C", "O", "N", "H", "H", "H", "H", "H", "H", "H"],
  "coordinates": [[2.30855, 1.44208, 1.44244], [0.67988, 2.83459, -1.66520], [1.40213, 1.51866, 0.23463], [0.54625, 0.68623, 0.00874], [1.52154, 2.69508, -0.48035], [2.92570, 2.32062, 1.58853], [2.50076, 2.89666, -0.63485], [0.76102, 1.95789, -2.30267], [1.59047, 1.45708, 2.25645], [2.71475, 0.44228, 1.57324], [-0.31324, 3.18151, -1.40919], [1.06216, 3.66864, -2.24472], [0.14650, -2.90228, 0.82943], [-2.44932, -0.38167, -0.28554], [-1.75031, -1.70481, -0.13331], [-2.15125, -2.72638, -0.67444], [-0.64678, -1.70785, 0.65125], [-0.33172, -0.81213, 0.99236], [-0.50000, -3.77324, 0.89340], [-2.07474, 0.15788, -1.15412], [0.77748, -3.08109, -0.04452], [0.74835, -2.75688, 1.72132], [-3.48731, -0.57552, -0.47729], [-2.35356, 0.27369, 0.57715]],
  "e_homo_ha": -0.3251,
  "smiles": "CNC(C)=O.CNC(C)=O",
  "relative_energy_ev": 0.790,
  "lumo_energy_ev": 0.544,
  "largest_force_ha_per_bohr": 0.024,
  "multiplicity": 1,
  "gap_ev": 9.39,
  "mol_weight_g_mol": 146.19
}

***

{
  "formula": "C6H14N2O2",
  "method": "wB97M-V/def2-TZVPD",
  "species": ["C", "C", "C", "O", "N", "H", "H", "H", "H", "H", "H", "H", "C", "C", "C", "O", "N", "H", "H", "H", "H", "H", "H", "H"],
  "coordinates": [[1.62112, 2.40425, -1.37629], [-1.00748, -0.47462, -1.65097], [0.39565, 1.61689, -1.23721], [-0.43011, 1.82595, -0.37325], [0.18934, 0.36721, -1.95444], [1.50412, 3.36280, -0.92453], [0.76887, -0.00362, -2.56532], [-0.47802, -1.23128, -1.20372], [2.50060, 2.00402, -0.82513], [1.88496, 2.53407, -2.55045], [-1.72371, 0.03688, -1.04954], [-1.56112, -0.64412, -2.55321], [1.47573, -1.27266, 0.90146], [-2.18557, -0.66710, 2.04050], [-0.71253, -1.19987, 2.14397], [-0.47222, -2.30701, 2.51561], [0.31122, -0.53993, 1.52972], [0.11031, 0.29090, 0.97484], [2.21796, -1.19458, 1.70636], [-2.60429, -0.58028, 2.93623], [1.21350, -2.28971, 0.64146], [1.82669, -0.88543, -0.03381], [-2.04871, 0.30563, 1.49096], [-2.79630, -1.45839, 1.41674]],
  "e_homo_ha": -0.3379,
  "smiles": "CNC(C)=O.CNC(C)=O",
  "relative_energy_ev": 2.618,
  "lumo_energy_ev": 0.678,
  "largest_force_ha_per_bohr": 0.142,
  "multiplicity": 1,
  "gap_ev": 9.87,
  "mol_weight_g_mol": 146.19
}

***

{
  "formula": "C6H14N2O2",
  "method": "wB97M-V/def2-TZVPD",
  "species": ["C", "C", "C", "O", "N", "H", "H", "H", "H", "H", "H", "H", "C", "C", "C", "O", "N", "H", "H", "H", "H", "H", "H", "H"],
  "coordinates": [[0.44424, -3.99563, 0.43768], [-1.20477, -0.75279, 1.42633], [0.15881, -2.51764, 0.43771], [0.62248, -1.77341, -0.40937], [-0.59785, -2.07441, 1.47605], [0.50156, -4.42932, -0.55477], [-1.00163, -2.78614, 2.05955], [-0.74087, -0.08310, 2.14308], [1.43244, -4.18050, 0.84942], [-0.31412, -4.58759, 0.96170], [-1.06939, -0.36195, 0.43029], [-2.24181, -0.74607, 1.77078], [-0.34773, 2.46596, -2.67750], [1.05859, 2.27112, 0.83768], [0.07215, 2.24055, -0.30204], [-1.08024, 1.86627, -0.16036], [0.52724, 2.65087, -1.51060], [1.50178, 2.78591, -1.71335], [-1.27758, 2.99228, -2.48725], [2.03502, 2.64322, 0.51339], [0.19059, 2.81554, -3.55592], [-0.57166, 1.40525, -2.78910], [0.65402, 2.89720, 1.63241], [1.24875, 1.25437, 1.18422]],
  "e_homo_ha": -0.3467,
  "smiles": "CNC(C)=O.CNC(C)=O",
  "relative_energy_ev": 0.625,
  "lumo_energy_ev": 0.917,
  "largest_force_ha_per_bohr": 0.018,
  "multiplicity": 1,
  "gap_ev": 10.35,
  "mol_weight_g_mol": 146.19
}

***

{
  "formula": "C6H14N2O2",
  "method": "wB97M-V/def2-TZVPD",
  "species": ["C", "C", "C", "O", "N", "H", "H", "H", "H", "H", "H", "H", "C", "C", "C", "O", "N", "H", "H", "H", "H", "H", "H", "H"],
  "coordinates": [[-1.94200, -0.60584, -2.64615], [0.39834, -2.56886, -0.37530], [-1.33910, -1.11053, -1.35847], [-1.77968, -0.74649, -0.28775], [-0.29685, -1.98332, -1.51198], [-2.42700, 0.34439, -2.38622], [-0.03061, -2.42447, -2.37153], [-0.31972, -2.90212, 0.39271], [-1.22038, -0.47321, -3.47380], [-2.59669, -1.42929, -2.95258], [1.17430, -3.22922, -0.78226], [0.88771, -1.85149, 0.30243], [-0.81770, 2.57047, 1.69108], [2.43870, 0.61462, 1.10437], [1.32995, 1.40184, 1.78009], [1.59879, 1.91384, 2.84909], [0.16620, 1.71089, 1.09236], [-0.14527, 0.89163, 0.58257], [-0.55299, 3.01527, 2.68164], [3.19827, 0.34424, 1.85123], [-1.11411, 3.28900, 0.88197], [-1.81391, 2.24009, 2.02054], [2.19245, -0.26546, 0.50171], [3.01133, 1.25401, 0.41427]],
  "e_homo_ha": -0.3406,
  "smiles": "CNC(C)=O.CNC(C)=O",
  "relative_energy_ev": 1.490,
  "lumo_energy_ev": 0.577,
  "largest_force_ha_per_bohr": 0.047,
  "multiplicity": 1,
  "gap_ev": 9.84,
  "mol_weight_g_mol": 146.19
}

***

{
  "formula": "C6H14N2O2",
  "method": "wB97M-V/def2-TZVPD",
  "species": ["C", "C", "C", "O", "N", "H", "H", "H", "H", "H", "H", "H", "C", "C", "C", "O", "N", "H", "H", "H", "H", "H", "H", "H"],
  "coordinates": [[0.74450, 2.06045, 1.69486], [-2.53273, 0.28192, 1.13223], [-1.48740, 1.12058, 1.82749], [-1.68021, 1.58886, 2.93182], [-0.37423, 1.35168, 1.09486], [-0.13573, 0.91711, 0.21243], [1.64561, 1.42682, 1.67776], [-2.08170, -0.51850, 0.53625], [1.00773, 2.95613, 1.11595], [0.55948, 2.28454, 2.73786], [-3.22936, -0.14926, 1.85067], [-3.13665, 0.82707, 0.41391], [1.94364, 0.10818, -2.55395], [0.54712, -3.07446, -1.01509], [1.03459, -0.80363, -1.77134], [0.06047, -0.35457, -1.18429], [1.32700, -2.12023, -1.77508], [1.39398, 0.58320, -3.37560], [2.15238, -2.41458, -2.26934], [0.96998, -3.24509, -0.03163], [-0.45348, -2.67993, -0.87265], [2.36297, 0.86040, -1.89580], [2.73001, -0.42418, -3.10154], [0.46827, -4.02926, -1.51952]],
  "e_homo_ha": -0.3285,
  "smiles": "CNC(C)=O.CNC(C)=O",
  "relative_energy_ev": 0.437,
  "lumo_energy_ev": 0.523,
  "largest_force_ha_per_bohr": 0.027,
  "multiplicity": 1,
  "gap_ev": 9.46,
  "mol_weight_g_mol": 146.19
}

***

{
  "formula": "C6H14N2O2",
  "method": "wB97M-V/def2-TZVPD",
  "species": ["C", "C", "C", "O", "N", "H", "H", "H", "H", "H", "H", "H", "C", "C", "C", "O", "N", "H", "H", "H", "H", "H", "H", "H"],
  "coordinates": [[-1.89026, 1.33908, -2.09344], [0.87818, 2.59088, 0.16072], [-0.52978, 1.44739, -1.44872], [0.40955, 0.72878, -1.75422], [-0.37475, 2.43414, -0.52757], [-2.63456, 1.86314, -1.49222], [-2.12287, 0.28724, -2.18405], [-1.15732, 2.99724, -0.25319], [0.91721, 3.55670, 0.65527], [-1.86753, 1.82976, -3.05826], [1.02041, 1.85471, 0.94602], [1.72751, 2.54620, -0.51410], [1.15661, -2.53192, -0.42732], [-0.52729, -0.52545, 2.26971], [0.09272, -1.71188, 1.58780], [-0.01776, -2.84392, 2.02141], [0.78604, -1.41779, 0.44820], [0.64737, -0.54734, -0.03364], [1.18875, -3.43620, 0.16423], [-0.49472, 0.32908, 1.65784], [0.44220, -2.59993, -1.24375], [2.14618, -2.34741, -0.83848], [-1.54194, -0.71908, 2.55317], [0.00591, -0.18570, 3.16155]],
  "e_homo_ha": -0.3396,
  "smiles": "CNC(C)=O.CNC(C)=O",
  "relative_energy_ev": 0.477,
  "lumo_energy_ev": 0.557,
  "largest_force_ha_per_bohr": 0.031,
  "multiplicity": 1,
  "gap_ev": 9.80,
  "mol_weight_g_mol": 146.19
}

***

{
  "formula": "C6H14N2O2",
  "method": "wB97M-V/def2-TZVPD",
  "species": ["C", "C", "C", "O", "N", "H", "H", "H", "H", "H", "H", "H", "C", "C", "C", "O", "N", "H", "H", "H", "H", "H", "H", "H"],
  "coordinates": [[2.15655, 0.95506, -0.07298], [-0.38879, 1.98631, -2.75191], [1.54436, 1.80944, -1.19739], [2.12175, 2.72883, -1.71238], [0.24938, 1.45825, -1.60624], [1.91715, -0.00760, 0.10993], [-0.10855, 0.66054, -1.12086], [-1.01473, 1.26495, -3.21976], [3.32099, 1.02319, -0.10320], [1.83904, 1.30811, 0.94689], [-0.95359, 2.85338, -2.36115], [0.27875, 2.29591, -3.46061], [-0.78102, -0.29445, 2.77514], [-1.79114, -2.84717, -0.03158], [-1.14565, -2.21902, 1.24466], [-0.32399, -2.82465, 1.84035], [-1.32513, -0.80472, 1.43190], [-2.22378, -0.42157, 1.13763], [0.16559, -0.82999, 3.04847], [-1.20464, -3.84885, -0.18574], [-0.42050, 0.88782, 2.73212], [-1.62328, -0.34526, 3.58770], [-2.91176, -2.84828, 0.09158], [-1.47853, -2.14159, -0.80206]],
  "e_homo_ha": -0.3484,
  "smiles": "CNC(C)=O.CNC(C)=O",
  "relative_energy_ev": 2.327,
  "lumo_energy_ev": 0.460,
  "largest_force_ha_per_bohr": 0.090,
  "multiplicity": 1,
  "gap_ev": 9.94,
  "mol_weight_g_mol": 146.19
}

***

{
  "formula": "C6H14N2O2",
  "method": "wB97M-V/def2-TZVPD",
  "species": ["C", "C", "C", "O", "N", "H", "H", "H", "H", "H", "H", "H", "C", "C", "C", "O", "N", "H", "H", "H", "H", "H", "H", "H"],
  "coordinates": [[-0.72147, 0.91764, 2.15380], [0.61659, 2.79093, -0.88518], [-0.17926, 2.08035, 1.33946], [0.16591, 3.11191, 1.88363], [-0.17962, 1.94744, -0.01384], [0.01140, 0.11794, 2.07527], [-0.46294, 1.05440, -0.39092], [1.57813, 2.34043, -1.08050], [-0.88511, 1.31242, 3.14802], [-1.66100, 0.52084, 1.78071], [0.02796, 3.01155, -1.77535], [0.80924, 3.74760, -0.40149], [1.13227, -1.32921, -2.31178], [-0.38450, -3.41187, 0.39221], [-0.30478, -2.23262, -0.54346], [-1.23116, -1.50050, -0.82168], [0.94507, -2.01295, -1.06017], [1.67623, -2.63199, -0.75504], [2.17269, -1.03736, -2.40159], [0.43549, -3.35930, 1.11747], [0.89505, -1.92501, -3.20084], [0.51169, -0.43789, -2.34346], [-1.27737, -3.32697, 0.98985], [-0.31832, -4.33506, -0.16859]],
  "e_homo_ha": -0.3426,
  "smiles": "CNC(C)=O.CNC(C)=O",
  "relative_energy_ev": 0.611,
  "lumo_energy_ev": 0.582,
  "largest_force_ha_per_bohr": 0.019,
  "multiplicity": 1,
  "gap_ev": 9.90,
  "mol_weight_g_mol": 146.19
}

***

{
  "formula": "C6H14N2O2",
  "method": "wB97M-V/def2-TZVPD",
  "species": ["C", "C", "C", "C", "C", "C", "H", "H", "H", "H", "H", "H", "H", "H", "H", "H", "H", "H", "H", "H", "N", "N", "O", "O"],
  "coordinates": [[-2.63250, -0.39985, -1.27770], [-2.67030, -1.50931, -0.23206], [-1.29823, -2.90965, 1.09997], [0.32776, 1.86531, 0.75556], [1.63799, 1.14324, 0.37508], [3.67292, 1.31940, -0.75261], [-3.20294, -0.36088, -2.25607], [-1.54744, -0.18923, -1.53928], [-3.02072, 0.42580, -0.72676], [-0.86113, -0.79120, -0.03316], [-2.24768, -3.09345, 1.27133], [-0.75614, -3.76868, 0.72185], [-0.74009, -2.56593, 1.90541], [0.35984, 2.83625, 1.32624], [-0.51227, 1.29505, 1.37507], [-0.01918, 2.13704, -0.55271], [2.73854, 2.91434, 0.74839], [3.04963, 0.53145, -1.29235], [4.12151, 1.96550, -1.52054], [4.43481, 1.01811, 0.05015], [-1.38665, -1.71253, 0.24095], [2.69025, 2.05627, 0.07003], [-3.75157, -2.03235, 0.15168], [1.61358, -0.17468, 0.09153]],
  "e_homo_ha": -0.3368,
  "relative_energy_ev": 4.896,
  "lumo_energy_ev": 0.320,
  "largest_force_ha_per_bohr": 0.136,
  "multiplicity": 1,
  "gap_ev": 9.48,
  "mol_weight_g_mol": 146.19
}

***

{
  "formula": "C6H14N2O2",
  "method": "wB97M-V/def2-TZVPD",
  "species": ["C", "C", "C", "O", "N", "H", "H", "H", "H", "H", "H", "H", "C", "C", "C", "O", "N", "H", "H", "H", "H", "H", "H", "H"],
  "coordinates": [[-3.27095, -0.93193, 0.74639], [-0.84228, -1.32533, -2.29344], [-2.00196, -0.67470, -0.12583], [-1.05931, -0.04434, 0.33064], [-2.01092, -1.36713, -1.34117], [-3.30268, -0.22869, 1.62040], [-2.88557, -1.65941, -1.61502], [-0.13134, -0.52129, -1.90036], [-4.21195, -0.89989, 0.21618], [-3.22580, -1.96418, 1.09902], [-0.38925, -2.38820, -2.19179], [-1.45088, -1.20083, -3.21963], [0.73341, 1.88311, 1.83482], [2.35970, -0.44630, -0.63146], [2.25370, 0.72737, 0.18922], [2.89254, 1.77678, 0.05780], [1.39939, 0.70300, 1.29049], [0.76993, -0.09352, 1.35455], [1.22122, 2.84284, 1.42258], [1.40466, -1.05999, -0.51163], [-0.33486, 1.87729, 1.95035], [1.03465, 1.84623, 2.89705], [2.47089, -0.12319, -1.66632], [3.25617, -1.03105, -0.52640]],
  "e_homo_ha": [-0.4919, -0.4916],
  "relative_energy_ev": 1.538,
  "lumo_energy_ev": [-3.277, -8.253],
  "largest_force_ha_per_bohr": 0.103,
  "total_charge": 1,
  "multiplicity": 2,
  "gap_ev": [10.11, 5.12],
  "mol_weight_g_mol": 146.19
}